Entry 1:
Entry from the Open Molecules 2025 dataset: 4 unconnected molecules or ions with the total composition C4H12O3 (ωB97M-V with the def2-TZVPD basis set).

```
19
Properties=species:S:1:pos:R:3:forces:R:3
C -1.786049 -0.163450 -2.139852 1.21 -1.10 0.70
H -0.934882 -2.041245 -0.352317 0.91 -0.25 -0.44
C -0.126282 -1.338494 -0.630846 0.53 -0.55 -1.17
H 0.014547 -0.844644 2.994344 0.21 -0.02 1.57
H 1.365421 1.713211 0.880913 0.22 0.00 -0.50
H 1.928260 -0.713065 -0.258597 -0.07 0.05 -1.04
H 1.614393 -2.593580 -0.360952 -0.67 1.74 0.90
H 2.307995 2.213329 1.881645 0.51 -0.07 -0.16
H 0.257302 0.406500 -1.794796 -0.83 0.15 0.46
C -0.568904 -0.274998 -1.512672 -1.05 1.28 -0.70
H -1.435920 2.478149 0.342493 -0.73 -0.33 0.29
H -2.071269 0.709699 -2.712075 0.42 -0.06 -0.24
O -0.315658 -0.700309 2.129923 -1.97 1.02 0.41
O 2.330178 1.775049 1.018116 -0.88 0.11 0.58
C 1.212801 -1.518822 -0.414461 -0.71 -2.12 0.30
O -0.726740 1.875172 0.532072 1.53 -0.70 0.39
H -0.927703 1.045984 1.019095 -0.61 0.96 -0.35
H -2.502916 -1.008108 -2.214783 0.40 0.69 0.72
H 0.365428 -1.020380 1.592748 1.58 -0.79 -1.72
```
Positions in Å, forces in eV/Å.

Computed properties:
LUMO energy ... 0.321 eV
ΔE to the lowest compared entry with this formula, charge and spin ... 54.0 kcal per mole
Calculated total energy ... -10482.797 eV
SMILES ... C=CC=C.O.O.O
Net charge ... 0
HOMO-LUMO gap ... 8.8 eV
Multiplicity ... 1



Entry 2:
Entry from the Open Molecules 2025 dataset: 3 unconnected molecules or ions with the total composition C4H12O3 (ωB97M-V with the def2-TZVPD basis set).

```
19
Properties=species:S:1:pos:R:3:forces:R:3
C 1.194826 -0.080665 -0.271783 -0.59 0.77 -0.95
H 2.546461 1.655599 -0.200836 0.22 0.04 -0.40
O 2.928545 -0.607173 -1.818675 0.12 -0.15 0.05
H -2.506758 -1.612217 2.072068 -0.07 -0.05 0.13
C 1.846958 -0.905910 -1.385596 0.11 0.03 -0.04
H -0.863827 0.617547 -0.672758 0.09 0.00 -0.18
H 1.333128 -1.756716 -1.872629 -0.40 -0.08 0.40
H -0.650227 -1.130465 -0.597467 -0.35 -0.01 0.15
C -0.345093 -0.181121 -0.147561 1.07 -0.81 -0.66
H -2.906644 0.827313 0.716553 -0.44 -0.37 0.63
H -1.322353 -1.839458 1.177674 -0.13 -0.27 0.09
O -2.393841 1.188811 1.458108 -0.28 0.28 -1.17
H 1.545176 1.514525 -1.701020 0.46 -0.06 -0.41
C 1.592536 1.376084 -0.634238 -0.55 0.13 1.24
H 0.851813 2.093071 -0.267646 0.03 -0.15 0.41
H 1.584871 -0.438985 0.680463 0.45 0.20 -0.03
O -1.993502 -2.323589 1.674981 0.07 0.20 -0.10
H -1.831703 1.738775 0.891353 0.33 0.29 0.79
H -0.610364 -0.135431 0.899013 -0.14 0.03 0.04
```
Positions in Å, forces in eV/Å.

Computed properties:
LUMO energy ... 0.385 eV
ΔE to the lowest compared entry with this formula, charge and spin ... 23.8 kcal per mole
Calculated total energy ... -10484.108 eV
SMILES ... CC(C)C=O.O.O
Net charge ... 0
HOMO-LUMO gap ... 10.4 eV
Multiplicity ... 1



Entry 3:
Entry from the Open Molecules 2025 dataset: 2 unconnected molecules or ions with the total composition C4H12O3 (ωB97M-V with the def2-TZVPD basis set).

```
19
Properties=species:S:1:pos:R:3:forces:R:3
C -0.080901 0.109136 -0.135697 2.11 0.64 0.07
H 0.168035 1.351845 -1.853107 -0.06 0.06 -0.64
H -2.739420 -1.519918 -0.495596 -0.35 0.05 -0.38
H -0.327092 -1.948054 -0.410735 0.54 0.21 -0.05
H -0.871403 -0.794719 2.112749 0.26 -0.01 -0.08
H -0.469902 1.001350 0.275683 -1.45 0.97 0.36
O 1.621128 3.009499 0.938263 -0.27 0.34 0.64
H 0.758890 0.000824 0.574658 -0.24 -0.74 0.03
H 2.410514 3.292032 0.471496 -0.08 -0.28 -0.27
H 1.208502 2.303213 0.437550 0.45 0.02 -0.34
H -0.811577 -2.490524 1.571699 -0.07 0.12 0.23
C -1.255968 -1.511660 1.388094 -0.21 0.21 0.09
O -2.012258 -1.162532 -1.012658 -0.36 0.70 0.93
C -0.938153 -1.106111 -0.066478 0.67 -1.77 -0.30
H 0.639829 -0.382068 -2.095393 -0.27 0.01 -0.53
H 2.332405 0.097122 -0.696529 0.60 0.30 -0.07
C 0.650045 0.481184 -1.440091 -0.22 -0.32 0.27
H -2.307536 -1.581678 1.652770 -0.36 -0.05 -0.38
O 2.024868 0.851057 -1.216683 -0.70 -0.48 0.42
```
Positions in Å, forces in eV/Å.

Computed properties:
LUMO energy ... 0.711 eV
ΔE to the lowest compared entry with this formula, charge and spin ... 26.2 kcal per mole
Calculated total energy ... -10484.003 eV
SMILES ... C[C@@H](O)CCO.O
Net charge ... 0
HOMO-LUMO gap ... 11.1 eV
Multiplicity ... 1



Entry 4:
Entry from the Open Molecules 2025 dataset: 2 unconnected molecules or ions with the total composition C4H12O3 (ωB97M-V with the def2-TZVPD basis set).

```
19
Properties=species:S:1:pos:R:3:forces:R:3
H -0.298497 2.824324 0.086752 0.04 -0.22 0.63
H -1.167418 -1.552628 1.349092 -0.24 0.08 0.08
H -0.494579 1.439917 -0.962331 -0.14 -0.17 0.37
H -0.700291 -0.253819 2.478907 0.43 -0.04 -0.10
O -0.716703 -3.658387 -1.452593 0.25 0.10 0.00
H 0.353655 -0.454814 -1.472287 -0.11 0.57 0.03
C 0.999444 1.050450 0.552087 -0.17 -0.86 0.88
H 2.051261 1.036078 0.245095 0.03 0.12 0.06
C 0.458890 -0.356289 0.551834 -1.13 1.32 -1.08
C 0.249960 1.992816 -0.353878 -0.21 0.67 -1.60
H -1.674655 -3.618620 -1.373148 0.00 0.03 0.06
H 1.102036 -1.134119 0.988090 -0.10 -0.35 0.39
H -1.726234 0.142642 1.108445 0.31 0.13 -0.58
H 0.710668 3.005815 -1.962405 0.14 0.16 0.06
O 1.190830 2.528186 -1.274714 0.03 -0.31 -0.01
H -0.354517 -2.949615 -0.909561 -0.34 -0.29 -0.10
C -0.914369 -0.499218 1.439416 -0.05 -0.72 0.80
H 0.929487 1.303528 1.610095 0.42 0.47 -0.06
O 0.001039 -0.846244 -0.648900 0.81 -0.68 0.17
```
Positions in Å, forces in eV/Å.

Computed properties:
LUMO energy (spin up / spin down) ... -3.401 / -10.027 eV
ΔE to the lowest compared entry with this formula, charge and spin ... 50.3 kcal per mole
Calculated total energy ... -10474.082 eV
Net charge ... +1
HOMO-LUMO gap (spin up / spin down) ... 11.3 / 4.7 eV
Multiplicity ... 2



Entry 5:
Entry from the Open Molecules 2025 dataset: 4 unconnected molecules or ions with the total composition C4H12O3 (ωB97M-V with the def2-TZVPD basis set).

```
19
Properties=species:S:1:pos:R:3:forces:R:3
O -2.807633 -0.458131 -0.249999 0.49 -0.06 0.34
C 2.816418 0.507743 0.672200 0.27 -0.60 -0.98
H -1.693429 0.036356 1.351941 0.85 0.27 1.62
H 3.743509 1.058167 0.628899 0.14 0.06 -0.10
H 2.856335 -0.291758 -1.379587 0.17 0.16 0.22
H -0.507336 1.596983 -0.319320 -1.18 0.54 -0.61
C 2.319434 -0.142161 -0.445740 -2.82 -1.62 0.89
O -0.984781 0.333499 2.017176 -0.55 -0.55 -1.20
H -2.489016 0.188547 -0.883865 -0.14 0.73 -0.19
H 2.402375 0.346886 1.655030 -0.51 0.28 0.01
H 0.229894 -0.244413 0.313678 0.85 -0.70 0.72
C 0.402816 -1.846014 -1.035579 1.69 -0.11 1.24
H -0.918417 -0.283766 2.768188 -0.50 0.27 -0.64
O -1.204130 1.939261 -0.937968 0.89 -2.18 1.23
H 1.028498 -2.271784 -1.772160 0.27 -0.54 -1.17
C 0.965297 -0.802098 -0.297204 0.30 2.20 -0.54
H -0.883284 2.796647 -1.125478 0.24 1.67 -0.55
H -0.396759 -2.484323 -0.652795 -0.19 0.71 -0.22
H -2.423807 -1.269394 -0.580262 -0.27 -0.52 -0.06
```
Positions in Å, forces in eV/Å.

Computed properties:
LUMO energy (spin up / spin down) ... -5.703 / -8.652 eV
ΔE to the lowest compared entry with this formula, charge and spin ... 44.2 kcal per mole
Calculated total energy ... -10474.345 eV
Net charge ... +1
HOMO-LUMO gap (spin up / spin down) ... 9.1 / 6.1 eV
Multiplicity ... 2



Entry 6:
Entry from the Open Molecules 2025 dataset: 3 unconnected molecules or ions with the total composition C4H12O4 (ωB97M-V with the def2-TZVPD basis set).

```
20
Properties=species:S:1:pos:R:3:forces:R:3
C -3.908970 0.198239 0.134994 -0.02 -0.22 0.70
H 5.062547 -0.556616 -0.027793 -0.14 -0.38 -0.04
H 3.532417 0.855230 -0.978114 0.06 -0.99 0.91
H -3.830795 0.771072 1.125379 -0.28 0.12 -0.63
H 5.521911 -1.852623 -0.690051 0.10 0.32 0.38
O -4.994089 -0.663330 0.137496 1.71 0.64 -0.21
H -1.151280 0.914270 -1.218668 -0.10 0.15 0.10
O 1.230917 1.003921 0.165007 -1.04 -0.68 0.10
H -2.247500 -0.689648 1.092182 0.35 -1.06 1.87
H -3.953950 0.978883 -0.670082 -0.01 -0.09 0.05
H 2.152631 0.494666 0.077988 -0.30 0.45 -0.07
H -2.278340 -1.204212 -0.547348 -0.14 -0.68 -0.55
H 0.366937 -0.860290 -0.332040 -0.14 0.75 0.48
C -2.387595 -0.368272 0.113989 -0.47 1.58 -1.37
C 0.157937 0.070251 0.281831 0.32 0.12 -0.90
H -1.434057 1.603480 0.477698 0.51 -1.52 -1.26
C -1.210181 0.638850 -0.160541 -0.92 0.94 1.40
O 3.493604 0.147331 -0.285173 0.83 0.65 -0.98
O 5.826777 -1.228553 -0.012327 -0.30 0.12 -0.37
H 0.051086 -0.252643 1.315575 -0.02 -0.20 0.39
```
Positions in Å, forces in eV/Å.

Computed properties:
LUMO energy ... 6.016 eV
ΔE to the lowest compared entry with this formula, charge and spin ... 10.1 kcal per mole
Calculated total energy ... -12530.337 eV
Net charge ... -2
HOMO-LUMO gap ... 6.1 eV
Multiplicity ... 1